1.
DFT (ωB97M-V/def2-TZVPD) results for a cluster of 5 separate species, C20H35N5 in total at a distorted geometry.

As for the largest force on an atom: 7.75 eV/Å. As for the frontier orbital gap: 11.60 eV. Its structure (SMILES) is CCCC#N.CCCC#N.CCCC#N.CCCC#N.CCCC#N. The value obtained for the energy above the lowest of the compared OMol25 structures with the same formula, charge and spin is 231.7 kJ/mol. For the electronic energy, the calculation gives -28755.0422 eV.

The geometry in ORCA input format:
```
! wB97M-V def2-TZVPD RIJCOSX def2/J DEFGRID3
* xyz 0 1
C 2.254 0.495 1.318
C 0.919 0.117 0.844
C 0.765 0.167 -0.676
C 1.575 -0.829 -1.309
N 2.196 -1.627 -1.909
H 3.050 0.051 0.720
H 2.354 0.115 2.335
H 2.276 1.584 1.312
H 0.207 0.846 1.233
H 0.626 -0.909 1.064
H 1.057 1.144 -1.061
H -0.289 0.043 -0.925
C 2.716 -3.354 1.157
C 4.261 -3.263 0.879
C 5.117 -3.326 2.072
C 4.681 -2.465 3.209
N 4.356 -1.782 4.166
H 2.488 -4.232 1.761
H 2.100 -3.425 0.261
H 2.484 -2.426 1.680
H 4.352 -2.379 0.248
H 4.446 -4.135 0.251
H 6.140 -3.252 1.703
H 5.083 -4.332 2.489
C 0.126 -2.738 3.956
C -0.478 -4.154 3.633
C -0.492 -4.662 2.226
C -1.126 -3.729 1.332
N -1.700 -2.978 0.681
H -0.080 -2.482 4.996
H -0.359 -1.955 3.372
H 1.202 -2.768 3.784
H -1.419 -4.329 4.153
H 0.229 -4.773 4.185
H -0.995 -5.625 2.138
H 0.484 -4.958 1.840
C -6.655 1.972 -2.657
C -5.261 1.471 -2.382
C -4.375 0.877 -3.499
C -2.971 1.003 -3.256
N -1.787 1.140 -3.012
H -7.423 1.234 -2.889
H -6.629 2.724 -3.446
H -7.053 2.531 -1.810
H -5.216 0.837 -1.497
H -4.689 2.308 -1.983
H -4.716 1.294 -4.446
H -4.580 -0.188 -3.612
C -0.976 6.186 -2.647
C -0.211 4.863 -2.558
C 1.100 4.898 -1.881
C 1.113 5.479 -0.489
N 1.109 5.877 0.575
H -1.787 6.340 -3.360
H -0.239 6.949 -2.899
H -1.403 6.587 -1.727
H -0.377 4.432 -3.546
H -0.767 4.248 -1.851
H 1.862 5.427 -2.452
H 1.322 3.834 -1.793
*
```

Results of the Mulliken charge analysis, in e, for atoms 1 through 4: -1.30, 0.10, 0.29, 0.28

2.
DFT (ωB97M-V/def2-TZVPD) results for a structure of composition C20H36BN8O3P2S2Sc at a distorted geometry.

As for the largest force on an atom: 1.95 eV/Å. As for the frontier orbital gap: 6.77 eV. The value obtained for the energy above the lowest of the compared OMol25 structures with the same formula, charge and spin is 6.5 kJ/mol. For the electronic energy, the calculation gives -101023.2902 eV.

The geometry in ORCA input format:
```
! wB97M-V def2-TZVPD RIJCOSX def2/J DEFGRID3
* xyz 0 1
Sc 0.050 0.605 1.217
C 2.069 -3.365 -0.057
N 0.705 -3.614 -0.489
C 0.587 -4.559 -1.577
P -0.344 -2.344 -0.428
O -0.087 -1.481 0.740
O -0.158 -1.532 -1.835
P -0.586 0.050 -1.972
O -1.140 0.489 -0.669
N 0.792 0.653 -2.675
C 2.115 0.178 -2.272
C 0.739 2.051 -3.084
N -1.762 0.031 -3.137
C -1.405 -0.265 -4.506
C -3.034 0.694 -2.947
N -1.858 -3.047 -0.487
C -2.873 -2.678 -1.451
C -2.409 -3.286 0.838
H 2.456 -4.266 0.424
H 2.076 -2.542 0.658
H 2.715 -3.102 -0.899
H 0.996 -5.518 -1.256
H 1.128 -4.225 -2.467
H -0.466 -4.675 -1.823
H 2.391 -0.676 -2.896
H 2.164 -0.127 -1.219
H 2.841 0.976 -2.414
H -0.271 2.284 -3.425
H 1.439 2.204 -3.908
H 0.987 2.732 -2.261
H -0.418 -0.721 -4.515
H -1.386 0.637 -5.127
H -2.130 -0.962 -4.934
H -3.139 0.927 -1.891
H -3.847 0.031 -3.258
H -3.101 1.621 -3.527
H -2.407 -2.434 -2.401
H -3.462 -1.820 -1.113
H -3.542 -3.532 -1.588
H -1.591 -3.503 1.521
H -3.080 -4.146 0.798
H -2.962 -2.417 1.210
S 2.545 0.284 1.163
C 3.208 1.818 0.595
C 4.594 1.933 0.541
C 5.195 3.078 0.056
C 4.409 4.132 -0.389
C 3.033 4.031 -0.342
C 2.410 2.887 0.155
S 0.652 2.840 0.177
H 5.184 1.104 0.903
H 6.273 3.145 0.038
H 4.872 5.033 -0.768
H 2.406 4.842 -0.684
B -0.259 1.960 4.039
N -1.558 2.198 3.225
C -2.550 3.048 3.480
C -3.456 3.001 2.434
C -2.913 2.067 1.560
N -1.765 1.586 2.048
N -0.193 0.445 4.293
C -0.274 -0.242 5.432
C -0.177 -1.591 5.139
C -0.029 -1.626 3.757
N -0.042 -0.388 3.257
H -0.314 2.551 5.062
H 0.674 2.245 3.325
H -2.555 3.636 4.375
H -4.359 3.566 2.321
H -3.295 1.728 0.612
H -0.385 0.258 6.372
H -0.212 -2.419 5.816
H 0.088 -2.476 3.111
*
```

Results of the Mulliken charge analysis, in e, for atoms 1 through 4: -0.48, -0.83, 0.27, -1.01

3.
DFT (ωB97M-V/def2-TZVPD) results for a cluster of 8 separate species, C20H36Br12O6 in total at a distorted geometry.

As for the largest force on an atom: 4.49 eV/Å. As for the frontier orbital gap: 10.02 eV. Its structure (SMILES) is C[C@H]1COC(=O)O1.C[C@H]1COC(=O)O1.BrCCBr.BrCCBr.BrCCBr.BrCCBr.BrCCBr.BrCCBr. The value obtained for the energy above the lowest of the compared OMol25 structures with the same formula, charge and spin is 103.4 kJ/mol. For the electronic energy, the calculation gives -874117.6742 eV.

The geometry in ORCA input format:
```
! wB97M-V def2-TZVPD RIJCOSX def2/J DEFGRID3
* xyz 0 1
Br -1.797 5.317 -5.943
C -1.030 4.189 -4.558
C -0.018 3.223 -5.142
Br 1.671 4.151 -5.529
H -1.884 3.597 -4.227
H -0.627 4.832 -3.776
H -0.341 2.882 -6.126
H 0.055 2.336 -4.512
Br 3.767 -4.415 4.667
C 4.330 -6.033 5.636
C 4.544 -5.655 7.100
Br 4.910 -7.203 8.295
H 5.235 -6.307 5.094
H 3.503 -6.738 5.551
H 3.603 -5.245 7.467
H 5.368 -4.969 7.297
Br 1.252 8.383 4.324
C -0.362 8.708 3.242
C -0.209 8.322 1.765
Br -2.021 8.664 0.987
H -0.708 9.719 3.454
H -1.140 8.119 3.727
H 0.183 7.311 1.649
H 0.459 8.985 1.214
Br 7.124 -1.246 -5.080
C 6.500 -0.140 -6.583
C 7.673 0.288 -7.483
Br 6.809 1.152 -9.016
H 6.076 0.776 -6.171
H 5.797 -0.643 -7.247
H 8.245 -0.501 -7.970
H 8.354 1.006 -7.025
Br -2.499 -5.057 2.743
C -2.532 -3.826 1.194
C -3.827 -3.920 0.473
Br -3.744 -2.742 -1.159
H -1.620 -4.012 0.628
H -2.369 -2.808 1.549
H -4.640 -3.726 1.172
H -3.854 -4.954 0.128
Br -1.799 -7.955 -3.213
C -0.151 -8.299 -4.257
C 0.681 -7.072 -4.036
Br 2.348 -7.180 -5.033
H -0.321 -8.418 -5.327
H 0.327 -9.229 -3.950
H 0.988 -6.985 -2.994
H 0.238 -6.092 -4.218
C -6.529 4.186 3.236
C -7.200 2.809 3.362
C -6.195 1.670 3.306
O -6.377 0.996 4.516
C -7.142 1.688 5.358
O -7.401 1.556 6.567
O -7.590 2.752 4.714
H -6.313 4.480 2.209
H -5.543 4.225 3.700
H -7.193 4.973 3.591
H -8.082 2.614 2.753
H -5.159 2.007 3.277
H -6.490 1.085 2.435
C 2.236 -0.902 -0.942
C 1.863 -0.100 0.320
C 2.719 0.960 0.937
O 1.809 2.037 1.106
C 0.628 1.741 0.560
O -0.462 2.288 0.828
O 0.740 0.617 -0.145
H 3.067 -1.606 -0.913
H 2.500 -0.166 -1.702
H 1.378 -1.541 -1.150
H 1.572 -0.729 1.161
H 3.531 1.260 0.275
H 3.084 0.508 1.860
*
```

Results of the Mulliken charge analysis, in e, for atoms 1 through 4: -0.13, -0.57, -0.57, -0.14

4.
DFT (ωB97M-V/def2-TZVPD) results for a structure of composition C20H36BrF8NO10S3Si2 at a distorted geometry.

As for the largest force on an atom: 7.26 eV/Å. As for the frontier orbital gap: 6.71 eV. For the electronic energy, the calculation gives -183328.1303 eV.

The geometry in ORCA input format:
```
! wB97M-V def2-TZVPD RIJCOSX def2/J DEFGRID3
* xyz 0 1
C 1.603 -0.460 0.248
C 0.180 -0.192 0.213
C -0.482 0.749 -0.913
Si -0.354 2.617 -0.406
C -0.374 3.742 -1.954
O -0.083 5.145 -1.731
C 1.223 5.399 -1.335
F 1.372 5.579 0.062
F 2.188 4.513 -1.800
F 1.564 6.663 -1.885
O -1.431 3.060 0.872
Si -2.940 3.677 0.351
Br -3.762 2.312 -1.314
O -2.682 5.287 -0.148
C -3.892 6.082 -0.244
C -4.883 5.625 -1.437
N -6.127 4.969 -0.957
C -7.248 5.082 -1.928
C -7.791 3.677 -2.485
C -9.209 3.251 -1.829
O -6.825 2.610 -2.425
S -4.311 3.430 2.024
O -3.554 3.921 3.247
O -5.571 4.235 1.952
C -4.589 1.605 2.295
F -4.862 1.453 3.680
F -3.425 0.826 2.077
C -5.836 0.962 1.528
F -5.387 -0.175 0.814
F -6.847 0.542 2.415
F -6.445 1.783 0.592
H 2.288 0.114 0.962
H 2.125 -1.207 -0.456
H -0.496 -0.683 1.000
H -1.553 0.397 -1.044
H 0.172 0.641 -1.841
H 1.011 2.736 0.159
H 0.311 3.237 -2.731
H -1.411 3.714 -2.450
H -3.550 7.135 -0.551
H -4.438 6.235 0.749
H -4.318 5.019 -2.231
H -5.208 6.588 -1.986
H -6.417 5.527 -0.134
H -7.046 5.767 -2.815
H -8.128 5.548 -1.352
H -8.021 3.841 -3.603
H -9.838 4.187 -1.656
H -9.072 2.672 -0.856
H -9.804 2.569 -2.524
H -7.290 1.777 -2.632
C 4.822 -4.281 2.729
C 4.782 -2.785 3.051
C 5.122 -2.029 1.765
S 4.600 -3.079 0.415
O 5.771 -3.499 -0.323
O 3.453 -2.485 -0.236
C 4.049 -4.442 1.426
H 4.386 -4.880 3.530
H 5.859 -4.603 2.593
H 3.776 -2.510 3.383
H 5.474 -2.527 3.855
H 4.595 -1.076 1.706
H 6.197 -1.865 1.670
H 4.251 -5.385 0.921
H 2.976 -4.323 1.588
C 8.048 -7.208 -1.177
C 7.674 -8.651 -0.834
C 7.449 -8.719 0.678
S 6.917 -7.085 1.179
O 7.930 -6.513 2.036
O 5.522 -7.134 1.561
C 7.048 -6.333 -0.433
H 8.018 -7.026 -2.252
H 9.064 -6.997 -0.826
H 6.751 -8.922 -1.356
H 8.446 -9.355 -1.149
H 6.678 -9.445 0.938
H 8.372 -8.951 1.210
H 7.371 -5.298 -0.335
H 6.063 -6.376 -0.902
*
```

Results of the Mulliken charge analysis, in e, for atoms 1 through 4: -0.72, -0.43, -0.29, 0.43

5.
DFT (ωB97M-V/def2-TZVPD) results for a cluster of 4 separate species, C20H36Cl2N2O7S in total at a distorted geometry.

As for the largest force on an atom: 9.98 eV/Å. As for the frontier orbital gap: 7.79 eV. Its structure (SMILES) is [H]/N=C/C[C@@]1(OC[C@H](C)O)NC(=O)[C@@](S)(CC#C)[C@]1(CC(=O)Cl)[C@H](Cl)CC.CO.CO.CO. For the electronic energy, the calculation gives -74500.8904 eV.

The geometry in ORCA input format:
```
! wB97M-V def2-TZVPD RIJCOSX def2/J DEFGRID3
* xyz 0 1
C 1.258 5.636 -2.655
C 0.626 4.357 -2.593
C -0.315 3.031 -2.363
C 0.422 1.810 -1.565
S 2.209 2.478 -1.497
C 0.739 0.385 -2.384
O 0.546 0.079 -3.668
N 1.259 -0.437 -1.209
C 0.884 0.000 0.175
C 0.397 -1.374 0.914
C 0.241 -2.684 -0.072
N 0.808 -3.935 0.174
O 1.858 0.532 1.128
C 3.236 0.117 0.864
C 4.211 0.933 1.952
C 5.534 1.415 1.086
O 4.727 0.028 3.019
C -0.248 1.180 -0.192
C -1.636 0.297 -0.446
C -2.825 1.089 -1.236
O -2.850 1.072 -2.597
Cl -4.254 2.006 -0.441
C -0.739 2.188 1.007
Cl 0.404 3.675 1.258
C -0.871 1.516 2.493
C -1.876 2.529 3.367
H 1.879 6.612 -2.360
H -1.313 3.365 -1.798
H -0.686 2.688 -3.442
H 2.733 2.094 -2.770
H 2.081 -1.048 -1.367
H 1.264 -1.665 1.685
H -0.573 -1.295 1.560
H -0.358 -2.594 -1.093
H 0.536 -4.572 -0.633
H 3.318 -1.028 1.165
H 3.609 0.275 -0.236
H 3.683 1.888 2.401
H 6.243 0.521 0.773
H 6.190 2.201 1.656
H 5.119 1.920 0.108
H 5.694 -0.212 2.796
H -1.439 -0.700 -1.065
H -2.119 -0.088 0.575
H -1.796 2.697 0.787
H -1.383 0.470 2.540
H 0.203 1.547 2.992
H -1.683 2.447 4.529
H -2.974 2.157 3.088
H -1.820 3.644 3.017
C -2.021 -5.113 2.042
O -1.402 -4.102 2.815
H -2.985 -5.364 2.491
H -2.180 -4.749 1.024
H -1.386 -6.002 2.027
H -0.549 -3.900 2.392
C -5.921 -4.567 3.424
O -5.302 -3.555 4.197
H -6.885 -4.817 3.873
H -6.080 -4.203 2.406
H -5.286 -5.456 3.410
H -4.449 -3.354 3.774
C 0.866 1.223 -7.463
O 0.391 -0.024 -6.990
H 1.239 1.098 -8.482
H 0.050 1.949 -7.461
H 1.679 1.571 -6.820
H 0.067 0.117 -6.084
*
```

Results of the Mulliken charge analysis, in e, for atoms 1 through 4: -0.75, -0.17, 0.07, 0.82

6.
DFT (ωB97M-V/def2-TZVPD) results for a structure of composition C20H36F12KO12PS4 at a distorted geometry.

As for the largest force on an atom: 3.37 eV/Å. As for the frontier orbital gap: 5.30 eV. The value obtained for the energy above the lowest of the compared OMol25 structures with the same formula, charge and spin is 442.6 kJ/mol. For the electronic energy, the calculation gives -147460.2423 eV.

The geometry in ORCA input format:
```
! wB97M-V def2-TZVPD RIJCOSX def2/J DEFGRID3
* xyz -2 1
K 0.182 -0.840 6.727
C -2.165 -4.029 -6.231
C -0.962 -3.112 -6.149
C -1.137 -1.934 -5.265
C 0.193 -1.333 -4.814
P 0.132 0.332 -4.105
C 0.070 0.024 -2.214
C -0.015 1.224 -1.268
C -0.031 0.663 0.170
C -1.343 -0.040 0.540
C 1.640 1.245 -4.664
C 1.859 2.659 -4.007
C 2.951 3.502 -4.773
C 4.388 3.044 -4.436
C -1.387 1.310 -4.590
C -1.388 1.649 -6.165
C -2.730 2.308 -6.586
C -2.790 2.236 -8.145
H -1.953 -4.911 -6.835
H -3.080 -3.575 -6.611
H -2.479 -4.234 -5.208
H -0.433 -2.813 -7.054
H -0.223 -3.757 -5.674
H -1.642 -2.169 -4.328
H -1.763 -1.150 -5.692
H 0.879 -1.304 -5.660
H 0.646 -1.904 -4.004
H 0.890 -0.610 -1.876
H -0.795 -0.639 -2.201
H -0.923 1.822 -1.346
H 0.760 1.976 -1.416
H 0.091 1.538 0.808
H 0.855 0.046 0.317
H -1.508 -0.993 0.037
H -2.168 0.574 0.179
H -1.564 -0.155 1.601
H 1.451 1.417 -5.724
H 2.579 0.734 -4.452
H 2.143 2.507 -2.965
H 0.906 3.188 -4.049
H 3.047 4.558 -4.521
H 2.743 3.587 -5.840
H 4.567 1.972 -4.518
H 4.589 3.268 -3.388
H 5.141 3.628 -4.966
H -1.318 2.202 -3.969
H -2.324 0.824 -4.317
H -1.314 0.692 -6.682
H -0.545 2.290 -6.425
H -2.760 3.335 -6.223
H -3.633 1.878 -6.152
H -3.707 2.607 -8.603
H -2.789 1.182 -8.424
H -1.906 2.716 -8.565
C 5.605 2.815 9.137
F 6.262 2.430 8.026
F 5.928 1.959 10.144
F 6.105 4.021 9.358
S 3.738 2.816 8.839
O 3.155 3.334 10.114
O 3.614 3.670 7.619
O 3.456 1.379 8.586
C -2.867 -5.771 8.853
F -2.145 -6.163 9.922
F -3.602 -6.701 8.319
F -3.819 -4.847 9.184
S -1.615 -5.185 7.589
O -0.569 -4.492 8.379
O -1.181 -6.381 6.889
O -2.349 -4.253 6.756
C -4.485 2.961 8.308
F -3.667 2.948 9.389
F -5.012 1.745 8.162
F -5.486 3.829 8.456
S -3.403 3.398 6.764
O -2.461 2.289 6.711
O -4.401 3.359 5.713
O -2.839 4.724 6.893
C 2.125 -4.616 2.325
F 1.488 -3.731 1.536
F 1.198 -5.205 3.079
F 2.660 -5.576 1.607
S 3.440 -3.660 3.362
O 4.183 -2.786 2.429
O 2.734 -2.828 4.398
O 4.282 -4.715 3.875
*
```

Results of the Mulliken charge analysis, in e, for atoms 1 through 4: 0.95, -1.40, -0.56, -0.41